[1]
A molecular structure, C2H5IN4P in a non-equilibrium geometry, computed with ωB97M-V/def2-TZVPD.

Geometry (Å):
H -0.91467 -2.91384 0.63566
H 2.14008 1.41747 0.53030
N -0.10082 2.21229 0.22813
I 0.45519 2.92672 -1.61023
C 0.27960 -1.26599 -0.02515
N 0.54656 -1.55270 -1.26706
N -2.48879 2.61264 0.69929
P 0.85633 1.33218 1.22906
H 0.27347 -2.43613 -1.71900
C -1.36685 2.54719 0.56489
H 1.39377 -1.11784 -1.61089
N -0.47615 -1.98948 0.71384
H -0.59773 -1.77253 1.63117

The LUMO energy (spin up / spin down) is -0.211 / -0.211 hartree. As for the maximum force: 0.0650 hartree/bohr. The orbital gap (spin up / spin down) is 7.58 / 7.58 eV. As for the charge: +1. The value obtained for the relative energy (zero: lowest compared OMol25 entry of this formula, charge and spin) is 104.7 kcal/mol. The calculation puts the energy at -25494.476 eV.

---

[2]
2 unconnected molecules or ions with the total composition C5H14I2N2Si in a non-equilibrium geometry, computed with ωB97M-V/def2-TZVPD.

Geometry (Å):
H -1.50134 -1.35308 -0.03662
I -0.35835 0.03806 3.81875
N -0.83545 2.70801 1.64368
I 2.35587 2.92907 2.71705
H -1.04585 0.23504 -0.80747
H 0.29831 -3.17293 -1.73905
N 1.28843 -0.82193 0.36404
H -2.80856 3.16564 1.73524
H 1.96210 -3.03141 -0.93603
H -2.34782 2.46941 0.19934
C 0.69469 -1.28538 -0.82259
H -2.34463 1.40745 1.50798
Si 0.36983 1.59291 1.87018
H 1.25550 0.19872 -2.18373
H -1.21756 -1.04222 -1.87387
H 0.58189 -3.09597 0.17312
H -0.69599 3.71825 1.78784
C 1.32654 -0.83626 -2.18325
H 0.71351 -1.24366 -3.05914
H 2.03677 -0.12142 0.32939
C -0.79882 -0.88904 -0.85752
C -2.13329 2.43096 1.22533
H 2.33983 -1.22643 -2.02538
C 0.86441 -2.77377 -0.84731

The LUMO energy (spin up / spin down) is -0.075 / -0.075 hartree. As for the maximum force: 0.0645 hartree/bohr. The orbital gap (spin up / spin down) is 5.96 / 5.96 eV. The value obtained for the relative energy (zero: lowest compared OMol25 entry of this formula, charge and spin) is 98.6 kcal/mol. The calculation puts the energy at -32469.576 eV.

---

[3]
C3H3N3O2 in the gas phase in a non-equilibrium geometry, computed with ωB97M-V/def2-TZVPD.

Geometry (Å):
C 0.71003 0.44449 -0.03886
H 2.83033 1.26185 -0.08338
N 0.04439 1.54934 0.02092
N -0.10131 -0.63190 0.22170
C -1.45449 -0.17237 0.06499
O 2.67694 -0.81912 0.07304
O -1.31478 1.16325 0.10723
N -2.43562 -0.96797 -0.07763
H -3.31878 -0.48400 -0.08041
H 0.15013 -1.65873 -0.14609
C 2.21315 0.31516 -0.06149

The LUMO energy is -0.028 hartree. As for the maximum force: 0.0780 hartree/bohr. The orbital gap is 8.79 eV. The value obtained for the relative energy (zero: lowest compared OMol25 entry of this formula, charge and spin) is 77.2 kcal/mol. Its structure (SMILES) is [H]/N=c1/[nH]c(C=O)no1. The calculation puts the energy at -11722.611 eV.

---

[4]
2 unconnected molecules or ions with the total composition C5H11NO, computed with ωB97M-V/def2-TZVPD.

Geometry (Å):
H -0.41588 -1.18022 -2.10063
C -1.24228 0.48070 1.30840
O 1.85040 -0.95589 -0.77403
H -1.86933 -0.38984 1.47604
C -1.16252 -0.38788 -1.96246
H 1.76564 1.71219 1.38145
H 1.35548 1.40943 -0.30275
C 0.92614 1.56589 0.69369
N 0.74402 -0.84855 1.24487
H -1.10137 0.34454 -2.76936
C 1.50831 -1.44559 0.28004
C 0.07748 0.40237 1.11065
H 1.80260 -2.47383 0.56546
H -2.16841 -0.80470 -1.89439
H 0.31990 2.47360 0.68752
H 0.40145 -1.46407 1.96665
H -1.77597 1.41711 1.18768
H -0.97713 0.13922 -1.02623

The LUMO energy is 0.031 hartree. As for the maximum force: 0.0101 hartree/bohr. The orbital gap is 9.99 eV. The value obtained for the relative energy (zero: lowest compared OMol25 entry of this formula, charge and spin) is 27.9 kcal/mol. Its structure (SMILES) is C=C(C)NC=O.C. The calculation puts the energy at -8900.486 eV.

---

[5]
A gas-phase ion, C6H6N3O4 (charge -1) in a non-equilibrium geometry, computed with ωB97M-V/def2-TZVPD.

Geometry (Å):
N 1.90184 0.43323 1.22227
H -1.35904 -1.03384 -2.61451
C 0.63806 0.35082 -0.89751
O 0.58808 3.73181 0.63488
H 0.20569 -2.02227 -0.74753
C 0.98147 0.95789 1.89583
O 0.83516 0.03167 -2.04350
O 1.88216 0.18290 -0.09114
C 0.46784 2.71035 0.07198
N 0.25401 1.80182 -0.63363
N 1.25993 0.78268 4.41967
O -0.48463 -0.34816 -0.11821
C -1.69961 -1.68436 -1.85654
H -1.79940 -2.81167 -2.30267
H 0.03646 1.20082 1.65820
H -2.76621 -1.39526 -1.63080
C -0.75831 -1.62900 -0.57018
C 1.10267 0.93304 3.28755
H -1.28618 -2.19247 0.31584

The LUMO energy is 0.134 hartree. As for the maximum force: 0.0702 hartree/bohr. The orbital gap is 9.58 eV. As for the charge: -1. The value obtained for the relative energy (zero: lowest compared OMol25 entry of this formula, charge and spin) is 3.4 kcal/mol. Its structure (SMILES) is CCO[C@@]([O-])(N=C=O)O/N=C/C#N. The calculation puts the energy at -18977.638 eV.

---

[6]
2 unconnected molecules or ions with the total composition C4H12 in a non-equilibrium geometry, computed with ωB97M-V/def2-TZVPD.

Geometry (Å):
H -0.75061 2.25643 -0.16345
H 2.38050 -2.16720 1.49302
C 2.58702 -1.96017 0.44802
H 0.62320 -1.14870 0.01892
H 1.79681 -0.75180 -1.17432
H -1.15603 0.89449 -1.21365
H 1.70059 0.04663 0.47238
H -3.23458 2.22512 -0.86431
H 2.43320 -2.93151 -0.02410
H 3.63444 -1.69623 0.31243
H -3.08158 2.02020 0.85498
H -3.38643 0.61907 -0.17518
C -2.84443 1.55566 -0.10702
H -1.04915 0.57626 0.45347
C -1.32970 1.34221 -0.22830
C 1.67674 -0.88046 -0.10289

The LUMO energy is 0.042 hartree. As for the maximum force: 0.0365 hartree/bohr. The orbital gap is 12.83 eV. The value obtained for the relative energy (zero: lowest compared OMol25 entry of this formula, charge and spin) is 4.0 kcal/mol. Its structure (SMILES) is CC.CC. The calculation puts the energy at -4342.353 eV.

---

[7]
A molecular structure, C25H45N2NaO2S2Si in a non-equilibrium geometry, computed with ωB97M-V/def2-TZVPD.

Geometry (Å):
H -1.38311 -4.09064 -1.78593
H 2.20228 -2.61778 -4.89742
H 2.05946 -3.99352 -3.78981
H 4.46081 4.77024 1.22515
N 0.65722 2.93863 1.06471
H 3.60906 -2.32688 -1.51350
H -0.19934 3.28248 1.47482
C -3.83000 -4.57766 2.78912
H 3.54335 -3.02731 -3.82523
C -2.59880 -2.47793 2.51781
O -3.22369 -1.29362 0.55300
N 0.45331 1.28933 2.63197
H -1.25571 3.38761 5.63028
C -3.58943 -3.38824 2.13159
H -3.12500 -2.31667 -4.79505
C -3.03540 -4.89747 3.88597
Na -1.23220 -0.93825 -0.25692
H 1.64508 2.77909 -0.73330
C -2.46727 -2.47395 -3.92759
H -0.03748 3.29521 -0.87923
H -1.74690 5.76979 5.01324
H -1.49384 0.05584 -4.03570
C 0.38627 3.10337 4.27666
H -0.96741 1.41784 4.07485
C -1.13570 5.13402 4.36850
H -2.50918 -3.53273 -3.66363
C -2.05031 -4.02783 4.29232
C 3.39516 4.54592 1.13800
C 2.51744 -2.45286 -1.48106
O -1.64281 -0.36409 1.77162
C -1.07231 -0.61749 -4.78610
H -4.61886 -5.24496 2.45899
H -0.06835 -0.25970 -5.02939
C -0.48243 4.00023 5.15870
H 0.40384 -2.57685 -5.80235
C -1.78939 -2.78836 3.65384
C 2.83608 5.06602 -0.18562
C 2.44618 -2.97581 -3.89571
C -1.03037 -2.05124 -4.24889
C 0.87891 3.41269 -0.29041
C 2.34147 -0.61497 -3.11859
H 2.05873 0.05370 -2.30278
H 3.32027 4.54020 -1.01372
H 2.87526 5.01225 1.97861
H -1.25623 -3.04678 -6.17465
H -3.19044 -5.83389 4.41478
H -0.36812 5.75701 3.90306
H -1.41908 -4.27926 5.13566
H -0.00244 -4.66881 -2.72878
H 1.06021 2.50831 4.89651
H 0.38274 0.28962 2.85255
C -2.48416 -1.28113 1.58064
C 1.88357 -2.04603 -2.81569
H 0.82093 5.42352 0.49552
S -0.52051 -1.85014 4.35713
C -0.42655 2.11411 3.43344
H 3.43547 -0.56914 -3.22785
H -1.68581 -0.55185 -5.69806
H 2.14017 -1.83570 -0.66382
C 0.99573 1.67102 1.48526
H -1.77806 4.73789 3.58072
C -0.51544 -2.96713 -5.36347
H 2.30792 -3.49707 -1.23981
H 3.07341 6.13095 -0.28896
H 1.00795 3.71816 3.61647
H -4.16645 -3.11608 1.25777
H -0.31976 -3.97656 -4.99160
H 0.99573 5.32886 -1.25897
H 0.20876 -4.11096 -1.06553
H 1.89165 -0.23818 -4.04234
H -1.17219 2.62757 2.81311
Si -0.06096 -2.06929 -2.52550
C -0.32569 -3.91385 -1.99738
S 2.12773 0.74327 0.65765
H -2.86575 -1.90523 -3.08219
H 0.13361 4.43164 5.95305
H 3.26588 3.46612 1.21437
C 1.32129 4.88138 -0.31489

The LUMO energy is 0.143 hartree. As for the maximum force: 0.0247 hartree/bohr. The orbital gap is 4.75 eV. As for the charge: -2. The calculation puts the energy at -67698.111 eV.

---

[8]
C4H6N2O in the gas phase in a non-equilibrium geometry, computed with ωB97M-V/def2-TZVPD.

Geometry (Å):
O 1.41273 2.03814 0.83034
H -1.67215 -0.19601 1.30245
C -0.67968 -0.26753 -0.66431
C -1.66968 0.26910 0.31315
N 1.43293 -0.01035 -0.29309
C 0.45857 -1.07738 -0.09441
H 0.34248 -1.32751 0.97232
C 0.84470 1.13110 0.28037
N -0.52028 1.06094 -0.08955
H -0.39691 -0.17643 -1.71810
H 2.42314 -0.14704 -0.20601
H -2.63166 0.69137 0.02932
H 0.65581 -1.98840 -0.66246

The LUMO energy is 0.032 hartree. As for the maximum force: 0.0384 hartree/bohr. The orbital gap is 10.39 eV. The value obtained for the relative energy (zero: lowest compared OMol25 entry of this formula, charge and spin) is 58.3 kcal/mol. Its structure (SMILES) is O=C1NC[C@H]2CN12. The calculation puts the energy at -9270.974 eV.